DFT (ωB97M-V with the def2-TZVPD basis set) results for C13H27HfNSi2 as an isolated structure at a distorted geometry.

```
44
Properties=species:S:1:pos:R:3:forces:R:3
H -1.62829 -2.66471 3.24756 -0.114 -0.002 0.190
H -2.89391 2.00482 2.69283 -0.083 -0.046 0.182
H 1.00445 4.71293 2.19660 -0.001 -0.129 -0.075
C 1.09017 3.76174 0.26505 0.061 -0.704 -0.781
H -2.31265 1.44993 4.27508 -0.013 -0.239 -0.211
Si 1.13530 -0.32246 3.30178 0.340 -0.260 0.681
H -0.01212 2.65797 3.30988 0.243 0.266 -0.111
Hf -0.63526 -0.35956 -0.09624 4.617 -1.045 3.735
H 1.48237 0.16743 5.71280 -0.184 0.002 -0.244
C -2.84397 1.13910 3.36580 -0.528 0.116 -0.482
H -3.46050 0.03129 0.49708 -0.161 -0.140 -0.159
H 2.11967 -2.47304 4.05017 -0.195 0.178 -0.217
C 0.77968 3.81780 1.62292 -0.394 -0.006 0.165
H -1.41040 0.38199 -1.60558 -2.920 0.608 -0.345
C -0.24519 0.17156 2.03108 -0.533 -0.407 -0.948
H -2.07046 0.27741 -1.07639 0.133 1.388 -2.921
H -0.25129 0.02349 5.38156 0.232 0.082 -0.071
H -1.55832 -1.59639 4.66801 -0.101 0.043 -0.331
H 0.47768 -1.40522 -2.42590 0.117 0.206 0.074
H 1.80435 -0.63977 -1.53329 -0.188 0.096 0.082
H 1.01480 2.45935 -1.50585 -0.304 0.369 0.316
C 0.74294 2.62636 -0.45964 -0.463 0.528 0.004
H 0.62057 1.50295 4.95492 0.053 -0.200 0.063
C -0.03762 1.57664 1.50296 -0.467 -0.362 -0.145
C -2.07262 -1.77948 3.71606 -0.137 -0.162 -0.494
H 3.09301 -0.21750 1.80096 0.039 0.085 0.135
H -2.40486 -1.41326 0.15429 -1.223 -0.383 0.375
N 0.03811 1.63119 0.13321 1.088 -0.040 0.472
C 2.79701 0.30146 2.72247 -0.050 0.232 -0.276
H -3.87239 0.86926 3.65306 0.257 0.176 -0.038
C 1.27235 -2.18794 3.40749 -0.217 -0.046 -0.108
H 0.69390 0.34672 -2.48705 0.048 -0.203 0.075
C 0.69611 0.40845 4.98067 -0.071 0.083 -0.037
H 1.59850 4.56206 -0.25956 0.032 -0.038 0.220
H -3.11845 -2.02689 3.95600 0.216 0.120 -0.099
H 3.57533 0.10425 3.47681 -0.320 0.021 -0.190
C 0.74206 -0.52352 -1.80786 -0.483 -0.471 0.024
Si -2.01522 -0.31199 2.54847 1.297 0.583 2.630
H -3.65653 -1.48771 1.39265 0.120 0.083 -0.554
H 0.38111 -2.67443 3.81347 0.250 0.046 -0.048
H 1.46328 -2.60172 2.40828 0.050 -0.072 0.148
C -2.91235 -0.79333 0.96303 -0.238 -0.288 -0.818
C 0.20470 2.71450 2.24908 0.102 0.069 0.084
H 2.80075 1.37866 2.51790 0.093 -0.134 0.049
```
Positions in Å, forces in eV/Å.

Relative energy (zero: lowest compared OMol25 entry of this formula, charge and spin) (eV): 0.0000
Lowest unoccupied orbital energy (eV): -8.78
Net charge: +2

natural (NBO) atomic charge list, values in e, 8 entries: 0.248, 0.248, 0.264, -0.241, 0.276, 1.700, 0.250, 2.220

***

DFT (ωB97M-V with the def2-TZVPD basis set) results for C10H16BFeN3O5 as an isolated structure at a distorted geometry.

```
36
Properties=species:S:1:pos:R:3:forces:R:3
H 2.34448 0.29597 3.16397 0.185 0.057 -0.002
O 0.20335 3.25005 0.17146 0.802 0.441 1.336
H 1.67175 -2.27749 1.73054 -0.154 -0.002 -0.021
H -2.80216 -0.39973 -0.81047 0.116 -0.041 -0.238
H 0.77659 -0.45915 2.86761 -0.062 0.179 0.283
Fe 1.06745 3.25143 1.94498 -0.679 0.209 -1.304
C 1.74119 -0.22091 2.42284 -0.425 -0.348 -0.381
O -0.49941 -1.38110 0.57236 0.374 0.171 -0.567
B -0.90392 -0.27540 -2.79220 0.022 -1.047 -0.432
H 3.13906 -1.42820 1.28741 0.063 0.088 -0.107
O -1.88681 0.55995 -3.18522 0.449 0.570 -0.017
H 1.89161 1.68413 1.27636 0.801 -0.291 0.173
C -0.11035 0.08428 -1.41837 -0.550 0.298 -0.544
C -2.30183 0.09841 0.01486 -0.471 0.453 0.328
H -0.57399 1.18976 1.68196 0.232 0.130 0.180
O 3.03018 -2.08310 3.23811 -0.055 0.120 -0.034
H -2.77730 2.11382 0.96786 -0.023 -0.227 0.243
H -1.13454 -2.22411 -3.46190 -0.146 0.003 -0.600
O -3.00572 2.14197 -1.00058 0.075 0.123 0.070
H -2.67961 -0.36043 0.92842 0.144 -0.034 0.202
H 0.42593 -1.70667 -3.43867 -0.084 -0.356 -0.051
N -1.40350 -3.28261 -0.68124 0.197 0.162 -0.158
C 0.13120 2.03093 -0.18452 -0.143 -0.973 -0.186
H 2.08322 0.25276 0.31499 0.017 0.125 -0.245
H -0.36302 2.13124 -2.04030 0.817 -0.077 -0.803
C 2.40932 -1.56244 2.08884 0.584 -0.142 0.090
N 0.20076 1.54808 -1.40713 -1.570 0.671 0.548
H -1.95098 0.51918 -4.15275 -0.559 -0.167 0.131
N -0.53291 -1.41540 -3.58516 0.389 0.405 1.001
H 3.97952 -2.14746 3.08938 -0.065 -0.101 0.124
C -2.73608 1.55970 0.01031 -0.026 0.173 -0.502
C -0.94557 -2.38183 -0.12983 -0.400 -0.483 0.226
C 1.49614 0.61088 1.15628 -0.679 0.100 1.029
H 0.79045 -0.52558 -1.40082 0.399 0.314 -0.023
C 0.01960 0.90377 0.80123 -0.207 0.337 -0.241
C -0.79409 -0.09471 -0.04060 0.633 -0.838 0.495
```
Positions in Å, forces in eV/Å.

Expectation value of S²: 6.006
Multiplicity: 5
Lowest unoccupied orbital energy (spin up / spin down) (eV): -11.05 / -11.50
Net charge: +2

natural (NBO) atomic charge list, values in e, 8 entries: 0.238, -0.732, 0.195, 0.288, 0.234, 1.704, -0.468, -0.499